Record 1
{"formula": "C37H30MoNO4P2S3", "method": "ωB97M-V/def2-TZVPD", "symbols": ["Mo", "S", "P", "C", "P", "S", "C", "C", "C", "C", "C", "C", "C", "C", "C", "C", "C", "C", "C", "C", "C", "C", "C", "C", "C", "C", "C", "C", "C", "C", "H", "H", "H", "H", "H", "H", "H", "H", "H", "H", "H", "H", "H", "H", "H", "H", "H", "H", "H", "H", "N", "C", "C", "C", "C", "C", "C", "C", "C", "C", "C", "C", "C", "H", "H", "H", "H", "H", "H", "H", "H", "H", "H", "O", "S", "O", "O", "O"], "positions_angstrom": [[0.024, 0.471, -1.878], [2.263, -0.841, -1.253], [1.403, -0.647, 0.553], [-0.209, -0.247, 0.007], [-1.435, 0.738, 0.768], [-1.655, 2.113, -0.723], [-3.005, -0.168, 0.883], [-4.168, 0.574, 1.059], [-5.393, -0.063, 1.006], [-5.457, -1.431, 0.783], [-4.294, -2.177, 0.654], [-3.062, -1.545, 0.698], [-1.123, 1.414, 2.413], [-0.555, 2.668, 2.597], [-0.246, 3.079, 3.883], [-0.523, 2.258, 4.964], [-1.106, 1.014, 4.772], [-1.398, 0.579, 3.494], [2.253, 0.643, 1.513], [2.034, 1.974, 1.178], [2.781, 2.967, 1.785], [3.751, 2.633, 2.717], [3.963, 1.305, 3.058], [3.222, 0.303, 2.454], [1.462, -2.190, 1.501], [1.852, -3.368, 0.878], [1.762, -4.565, 1.567], [1.268, -4.579, 2.862], [0.878, -3.399, 3.480], [0.972, -2.197, 2.805], [-4.102, 1.640, 1.225], [-6.305, 0.501, 1.126], [-6.419, -1.916, 0.710], [-4.345, -3.247, 0.512], [-2.140, -2.112, 0.629], [-0.374, 3.309, 1.744], [0.201, 4.048, 4.037], [-0.291, 2.587, 5.966], [-1.341, 0.392, 5.622], [-1.846, -0.392, 3.325], [1.302, 2.242, 0.424], [2.630, 3.998, 1.502], [4.352, 3.411, 3.161], [4.726, 1.048, 3.778], [3.394, -0.736, 2.701], [2.242, -3.323, -0.131], [2.071, -5.484, 1.092], [1.194, -5.510, 3.402], [0.498, -3.424, 4.490], [0.693, -1.263, 3.279], [-1.746, -0.793, -2.333], [-0.617, -1.548, -2.745], [-0.489, -2.864, -2.239], [0.511, -3.694, -2.657], [1.368, -3.277, -3.687], [1.250, -2.031, -4.232], [0.288, -1.088, -3.784], [0.374, 0.306, -4.132], [1.370, 0.835, -5.036], [1.400, 2.134, -5.354], [0.519, 3.131, -4.676], [-0.671, 2.488, -3.999], [-0.686, 1.177, -3.680], [-2.345, -0.462, -3.091], [-2.310, -1.291, -1.637], [-1.206, -3.202, -1.499], [0.632, -4.675, -2.227], [2.131, -3.951, -4.046], [1.919, -1.740, -5.028], [2.066, 0.163, -5.513], [2.133, 2.518, -6.046], [0.237, 3.948, -5.357], [-1.523, 4.212, -3.856], [1.525, 4.264, -1.234], [0.697, 3.428, -2.046], [1.173, 1.914, -1.798], [-1.648, 3.303, -3.554], [1.252, 3.714, -3.590]], "forces_ev_per_angstrom": [[-2.00, -2.23, 1.37], [-0.28, 0.41, -0.49], [-0.23, -0.26, -0.11], [0.39, 0.68, 0.93], [-0.11, -0.17, -0.61], [0.19, -0.44, -0.06], [0.39, 0.09, 0.03], [0.10, -0.12, 0.01], [-0.07, 0.01, 0.00], [0.04, -0.10, -0.02], [-0.13, -0.09, -0.07], [0.14, 0.10, 0.18], [0.01, -0.27, -0.51], [-0.18, -0.07, 0.00], [-0.05, 0.11, -0.02], [0.03, 0.00, -0.04], [-0.01, -0.08, 0.09], [0.01, 0.08, -0.05], [-0.37, -0.32, -0.15], [-0.05, 0.03, -0.11], [0.08, -0.02, -0.08], [-0.02, -0.03, 0.00], [0.12, -0.03, 0.04], [-0.16, -0.05, -0.04], [-0.07, 0.41, -0.20], [0.09, 0.16, 0.04], [-0.04, -0.07, 0.03], [0.03, -0.03, 0.01], [-0.09, -0.02, 0.11], [0.11, 0.00, -0.09], [-0.08, 0.12, -0.04], [-0.09, 0.09, 0.02], [-0.07, -0.06, 0.05], [-0.03, -0.05, 0.00], [0.03, -0.02, -0.08], [0.03, 0.02, 0.03], [0.05, 0.11, 0.04], [0.02, 0.06, 0.08], [0.00, -0.10, 0.09], [-0.05, -0.02, 0.08], [0.16, -0.08, 0.22], [-0.05, 0.11, -0.06], [0.04, 0.03, 0.09], [0.02, -0.02, 0.05], [0.06, -0.01, 0.05], [-0.04, -0.07, -0.04], [0.04, -0.09, -0.01], [-0.01, -0.09, 0.02], [-0.01, 0.01, 0.11], [-0.05, -0.03, 0.07], [-0.42, -0.38, -0.28], [-0.21, -0.29, -0.72], [0.60, -0.56, 0.25], [-0.64, 0.32, 0.42], [0.17, 0.64, -0.41], [0.41, -0.45, 0.12], [-0.51, 0.38, 0.23], [-0.52, -0.14, 0.03], [0.44, 0.43, -0.31], [0.00, -0.41, 0.20], [-0.42, -0.24, -0.41], [-1.07, 0.20, -0.51], [0.01, -0.04, -0.18], [0.35, 0.23, 0.31], [0.38, 0.26, -0.07], [0.01, 0.05, 0.02], [-0.11, -0.15, 0.06], [0.06, -0.05, -0.12], [0.01, -0.04, 0.00], [0.10, 0.02, -0.04], [0.05, 0.03, -0.08], [0.06, -0.14, 0.17], [0.12, 0.00, 0.05], [0.59, 0.15, 0.22], [-0.14, 0.72, 0.27], [2.25, 1.88, -0.12], [-0.07, -0.35, -0.51], [0.67, 0.32, 0.43]], "lowdin_charge": [1.366, 0.489, 0.533, -0.673, 0.561, 0.480, -0.369, -0.084, -0.056, -0.061, -0.068, -0.117, -0.333, -0.091, -0.053, -0.052, -0.064, -0.092, -0.321, -0.112, -0.056, -0.056, -0.063, -0.070, -0.346, -0.099, -0.066, -0.065, -0.066, -0.090, 0.111, 0.113, 0.111, 0.110, 0.097, 0.098, 0.115, 0.112, 0.111, 0.109, 0.054, 0.114, 0.111, 0.110, 0.107, 0.065, 0.109, 0.110, 0.109, 0.098, 0.020, -0.360, -0.029, -0.067, -0.054, -0.038, -0.196, -0.280, -0.007, 0.023, -0.272, -0.329, -0.193, 0.137, 0.098, 0.119, 0.115, 0.120, 0.111, 0.110, 0.124, 0.164, 0.136, -0.341, 0.796, -0.683, 0.028, -0.233], "e_homo_ev": -10.2363, "total_charge": 1, "lumo_energy_ev": -3.73, "e_above_lowest_ev": 3.185}

***

Record 2
{"formula": "C16H25Cl2NO2Re", "method": "ωB97M-V/def2-TZVPD", "symbols": ["C", "C", "C", "C", "C", "C", "C", "C", "C", "C", "Re", "Cl", "Cl", "O", "H", "H", "H", "H", "H", "H", "H", "H", "H", "H", "H", "H", "H", "H", "H", "H", "O", "H", "C", "C", "C", "C", "C", "C", "N", "H", "H", "H", "H", "H", "H", "H", "H"], "positions_angstrom": [[-2.089, 0.538, -0.925], [-1.108, 0.973, -1.879], [-0.190, 1.862, -1.205], [-1.150, 0.734, -3.375], [-0.672, 2.040, 0.135], [-1.839, 1.213, 0.316], [-2.775, 1.289, 1.471], [-3.316, -0.262, -1.251], [0.880, 2.694, -1.853], [-0.178, 3.089, 1.077], [-0.113, -0.016, -0.200], [0.998, -0.939, -2.171], [-0.941, -2.248, -0.076], [0.035, -0.076, 1.729], [-1.567, -0.257, -3.602], [-0.136, 0.777, -3.799], [-1.761, 1.497, -3.891], [1.365, 2.130, -2.661], [1.628, 3.001, -1.108], [0.444, 3.608, -2.293], [0.892, 3.284, 0.955], [-0.383, 2.839, 2.123], [-0.699, 4.028, 0.850], [-2.273, 1.691, 2.358], [-3.151, 0.289, 1.757], [-3.645, 1.927, 1.235], [-3.078, -1.123, -1.878], [-4.035, 0.351, -1.808], [-3.798, -0.621, -0.341], [0.798, 0.446, 2.040], [-2.343, -0.981, 2.852], [-2.725, -1.716, 3.454], [3.490, 0.494, -0.957], [3.254, -0.599, -0.015], [4.302, -1.404, 0.538], [3.685, -2.290, 1.416], [2.290, -2.003, 1.392], [1.361, -2.691, 2.294], [2.055, -1.001, 0.479], [2.581, 1.076, -1.108], [3.843, 0.102, -1.912], [4.301, 1.133, -0.610], [5.343, -1.327, 0.306], [4.144, -3.055, 2.041], [1.219, -3.733, 1.953], [1.847, -2.805, 3.276], [0.404, -2.155, 2.400]], "forces_ev_per_angstrom": [[-0.82, 1.48, -0.65], [-1.18, 0.94, -0.36], [0.28, 0.84, -0.85], [0.24, -0.26, 0.15], [-0.62, 0.15, -0.45], [-1.15, 1.15, -0.79], [-0.15, -0.22, 0.09], [0.16, -0.25, 0.10], [-0.24, 0.15, -0.17], [0.13, -0.08, 0.17], [3.69, -3.67, 2.21], [-0.11, -0.14, -0.46], [-0.11, -0.42, -0.20], [-0.08, 0.76, 0.58], [0.17, 0.29, 0.06], [-0.40, -0.08, 0.15], [0.04, -0.13, 0.41], [0.05, 0.14, 0.25], [-0.09, -0.09, -0.34], [0.12, -0.25, 0.14], [-0.11, -0.12, 0.09], [0.10, -0.07, -0.18], [0.03, -0.09, 0.06], [-0.14, -0.25, -0.20], [0.42, 0.02, 0.29], [0.32, 0.08, -0.23], [0.09, -0.02, 0.13], [0.13, 0.14, 0.10], [0.14, -0.04, -0.01], [-0.28, -0.19, -0.24], [-1.34, -2.07, 1.94], [0.87, 1.61, -1.43], [-0.35, 0.45, -0.12], [-0.33, -0.93, 0.48], [-0.63, -1.30, 1.35], [1.48, 0.69, -0.93], [0.35, 0.85, -0.86], [-0.76, -0.14, 0.35], [-0.12, 0.60, 0.00], [0.37, -0.13, -0.11], [-0.22, -0.10, -0.15], [0.02, 0.11, 0.25], [0.28, 0.10, -0.07], [-0.12, 0.22, -0.17], [-0.22, 0.41, -0.11], [-0.07, 0.22, -0.17], [0.16, -0.39, -0.08]], "lowdin_charge": [-0.368, -0.401, -0.403, -0.113, -0.347, -0.323, -0.068, -0.058, -0.160, -0.071, 1.130, 0.066, 0.014, -0.422, 0.069, 0.031, 0.074, 0.053, 0.038, 0.058, 0.047, 0.074, 0.077, 0.071, 0.029, 0.081, 0.060, 0.080, 0.080, 0.029, -0.585, -0.141, -0.202, -0.346, -0.113, -0.057, -0.305, -0.073, -0.035, 0.010, 0.055, 0.007, 0.053, 0.094, 0.090, 0.082, 0.043], "e_homo_ev": [2.9159, -0.5096], "total_charge": -2, "lumo_energy_ev": [5.04, 3.69], "multiplicity": 4, "s2": 3.77}

***

Number 1: electronic energy -101468.5135 eV. Number 2: electronic energy -49754.2695 eV.